Formula: C28H60BCsO14S7
Source: OMol25
Level of theory: the ωB97M-V functional and the def2-TZVPD basis

Geometry as ORCA input:
```
! RIJCOSX wB97M-V def2-TZVPD def2/J DEFGRID3
* xyz 0 1
Cs 4.08536 6.95605 -13.11633
B 6.88141 4.46911 -16.43074
H 6.02864 3.99222 -15.97293
H 6.46875 5.16698 -17.14273
H 7.45514 4.99327 -15.68219
H 7.56488 3.76886 -16.88544
C 7.40734 1.06671 -21.80481
C 8.75229 1.17482 -21.19056
C 9.10064 -0.03436 -20.32897
S 7.69763 -1.22308 -20.52238
O 7.34732 -1.92169 -19.25205
O 7.75359 -2.07413 -21.70064
C 6.51200 0.06611 -21.06836
H 7.39730 0.72797 -22.84079
H 6.94335 2.05279 -21.82600
H 8.67993 2.11403 -20.64215
H 9.50669 1.34576 -21.95852
H 9.02045 0.19144 -19.26563
H 10.06051 -0.48205 -20.58653
H 6.03064 0.58267 -20.23796
H 5.70078 -0.45665 -21.57505
C -0.39627 1.94261 -16.43207
C -0.24691 0.72726 -15.45929
C -1.34539 0.88704 -14.30512
S -2.42490 2.34721 -14.78189
O -2.81149 3.06636 -13.60326
O -3.42834 1.87945 -15.70395
C -1.21431 3.11779 -15.85502
H -1.05861 1.50244 -17.17749
H 0.55399 2.18598 -16.90732
H 0.74710 0.63268 -15.02214
H -0.37916 -0.19311 -16.02808
H -0.85907 1.14223 -13.36359
H -1.89103 -0.04411 -14.15236
H -0.72165 3.83500 -15.19852
H -1.66523 3.83090 -16.54512
C 7.72372 -1.88412 -11.23384
C 7.84689 -1.16633 -12.50343
C 6.41624 -0.77156 -12.96668
S 5.46049 -0.42794 -11.35441
O 4.29153 -1.27930 -11.29204
O 5.30316 0.96636 -11.06918
C 6.88057 -1.04091 -10.33544
H 8.69391 -1.99962 -10.75063
H 7.32649 -2.89652 -11.30706
H 8.27579 -1.79639 -13.28264
H 8.44659 -0.26940 -12.65829
H 5.90451 -1.67213 -13.30611
H 6.23364 -0.04609 -13.75944
H 6.48482 -1.45963 -9.41015
H 7.51873 -0.17885 -10.14126
C 16.53147 2.38773 -15.23201
C 15.17260 3.11905 -15.33351
C 14.03912 2.10082 -14.99884
S 14.75510 1.14204 -13.49668
O 14.34595 -0.25137 -13.58862
O 14.59656 1.86777 -12.24591
C 16.61162 1.27392 -14.04139
H 17.31909 3.14120 -15.22494
H 16.81020 1.77189 -16.08708
H 15.02485 3.72238 -16.22920
H 15.18950 3.88960 -14.56275
H 14.06078 1.29678 -15.73447
H 13.02871 2.44724 -14.78165
H 16.92192 0.25731 -14.28289
H 17.17272 1.53305 -13.14355
C 11.56332 10.44141 -19.53870
C 12.10245 9.00082 -18.97273
C 11.11997 8.54950 -17.88752
S 11.09315 10.07880 -16.88761
O 12.41178 10.17111 -16.17141
O 9.84898 10.19050 -16.10411
C 11.22265 11.25407 -18.32586
H 10.65127 10.31184 -20.12136
H 12.32670 10.78868 -20.23494
H 13.14033 9.07263 -18.64756
H 12.09190 8.27572 -19.78650
H 11.42532 7.65477 -17.34500
H 10.10879 8.37513 -18.25523
H 11.86403 12.04490 -17.93685
H 10.26280 11.73531 -18.51346
C 2.37353 8.10799 -21.80901
C 3.78753 8.31328 -21.17356
C 3.59774 9.45622 -20.13167
S 1.78081 9.28538 -19.47280
O 1.12046 10.59242 -19.81917
O 1.74749 8.68286 -18.09047
C 1.34621 7.92985 -20.72385
H 2.44612 7.23782 -22.46141
H 2.24809 9.03572 -22.36730
H 4.58708 8.65382 -21.83148
H 4.03318 7.39843 -20.63429
H 3.75561 10.48837 -20.44448
H 4.13225 9.22258 -19.21090
H 0.27165 7.92502 -20.90660
H 1.52435 7.02062 -20.14968
C 10.64513 6.33410 -9.84118
C 10.42624 5.23994 -8.75784
C 11.34307 5.60454 -7.58296
S 11.11521 7.46411 -7.41045
O 12.41378 8.11752 -7.18952
O 9.99777 7.67920 -6.52605
C 10.64377 7.74024 -9.20681
H 10.01676 6.14158 -10.71077
H 11.64323 6.27379 -10.27507
H 10.61219 4.21223 -9.06983
H 9.39792 5.29446 -8.40053
H 12.34069 5.52477 -8.01482
H 11.25487 4.97451 -6.69787
H 11.40804 8.32715 -9.71625
H 9.72453 8.32506 -9.23962
*
```

The energy above the lowest of the compared OMol25 structures with the same formula, charge and spin is 201.7 kcal/mol. The HOMO energy comes out at -7.74 eV. As for the electronic energy: -4988.1394 a.u. The value obtained for the gap between HOMO and LUMO is 6.256 eV. The calculation puts the LUMO energy at -1.489 eV.

Atomic partial charges in e from the Mulliken method, atoms 1 to 5: atom 1 (Cs): 0.96, atom 2 (B): 0.17, atom 3 (H): -0.27, atom 4 (H): -0.27, atom 5 (H): -0.25

Formula: C4H11NO2
Source: OMol25
Level of theory: the ωB97M-V functional and the def2-TZVPD basis

Geometry as ORCA input:
```
! RIJCOSX wB97M-V def2-TZVPD def2/J DEFGRID3
* xyz 1 2
C 1.36085 1.10334 -0.65795
O 1.17982 1.71656 -1.93216
C 0.10626 0.25732 -0.29762
C 0.53081 -0.95361 0.56493
C -0.72315 -1.72279 0.96426
O -1.64644 -1.78196 -0.13415
N -0.89589 1.10639 0.26870
H 1.62232 1.70813 0.19942
H 2.18191 0.41283 -0.86788
H 0.58310 2.45380 -1.76303
H -0.28510 -0.02532 -1.30826
H 1.29095 -1.64226 0.16196
H 1.07512 -0.47266 1.38058
H -0.46209 -2.76973 1.13516
H -1.21584 -1.24520 1.84620
H -2.47529 -1.43692 0.18852
H -0.46163 2.00594 0.47863
H -1.76571 1.28616 -0.22731
*
```

The energy above the lowest of the compared OMol25 structures with the same formula, charge and spin is 38.3 kcal/mol. The HOMO energy (alpha / beta) comes out at -15.04 / -14.89 eV. The expectation value of S² is 0.7552. As for the electronic energy: -363.8674 a.u. The value obtained for the gap between HOMO and LUMO (alpha / beta) is 11.523 / 5.966 eV. The calculation puts the LUMO energy (alpha / beta) at -3.518 / -8.924 eV.

Atomic partial charges in e from the Mulliken method, atoms 1 to 5: atom 1 (C): -0.95, atom 2 (O): -0.43, atom 3 (C): 0.41, atom 4 (C): -0.74, atom 5 (C): -0.52

Formula: C3H5NO
Source: OMol25
Level of theory: the ωB97M-V functional and the def2-TZVPD basis

Geometry as ORCA input:
```
! RIJCOSX wB97M-V def2-TZVPD def2/J DEFGRID3
* xyz 0 1
O 2.05406 0.33313 0.10816
C 0.91827 -0.00574 -0.15832
C -0.29208 0.73744 0.44605
C -1.49747 -0.09475 0.51214
N 0.56629 -1.01799 -0.98375
H 0.04352 1.31196 1.31917
H -0.58798 1.47840 -0.32861
H -2.08022 0.18484 1.40818
H -0.40870 -1.29611 -0.98769
H 1.28432 -1.63118 -1.33535
*
```

The energy above the lowest of the compared OMol25 structures with the same formula, charge and spin is 76.7 kcal/mol. The HOMO energy comes out at -9.37 eV. As for the electronic energy: -247.1850 a.u. The value obtained for the gap between HOMO and LUMO is 8.517 eV. The calculation puts the LUMO energy at -0.848 eV.

Atomic partial charges in e from the Mulliken method, atoms 1 to 5: atom 1 (O): -0.59, atom 2 (C): 0.35, atom 3 (C): -0.23, atom 4 (C): -0.52, atom 5 (N): -0.33